(1)
DFT (ωB97M-V/def2-TZVPD) results for a single C14H17N3O3S molecule at a distorted geometry.

Each line ends with the Mulliken charge.
Cartesian coordinates (Å):
1 N 3.209 -2.572 1.833  -0.648
2 C 3.651 -1.989 0.581  0.232
3 C 3.494 -3.031 -0.577  -0.926
4 S 4.627 -4.486 -0.258  -0.243
5 C 2.990 -0.658 0.239  0.275
6 O 3.289 0.380 0.835  -0.685
7 N 1.873 -0.703 -0.520  -0.033
8 C 0.928 0.390 -0.376  0.411
9 C -0.210 0.183 -1.363  -1.107
10 C -1.315 1.184 -1.371  0.592
11 C -1.382 2.294 -2.183  -0.961
12 N -2.551 2.990 -1.901  -0.064
13 C -3.182 2.348 -0.807  -0.386
14 C -4.408 2.649 -0.179  -0.728
15 C -4.779 1.831 0.873  -0.337
16 C -4.095 0.667 1.190  -0.927
17 C -2.901 0.362 0.558  -0.222
18 C -2.476 1.190 -0.504  0.673
19 C 0.410 0.382 1.016  0.179
20 O 0.260 -0.612 1.675  -0.588
21 O 0.080 1.586 1.422  -0.438
22 H 3.568 -2.005 2.604  0.310
23 H 2.203 -2.436 1.852  0.227
24 H 4.734 -1.773 0.671  0.431
25 H 2.419 -3.310 -0.676  0.361
26 H 3.835 -2.726 -1.554  0.422
27 H 4.406 -4.477 1.026  0.144
28 H 1.512 -1.533 -0.942  0.280
29 H 1.454 1.348 -0.611  0.246
30 H -0.641 -0.812 -1.191  0.466
31 H 0.268 0.233 -2.326  0.526
32 H -0.693 2.640 -2.939  0.454
33 H -2.958 3.781 -2.368  0.172
34 H -5.002 3.544 -0.421  0.313
35 H -5.671 2.063 1.446  0.364
36 H -4.452 0.061 1.996  0.414
37 H -2.313 -0.505 0.892  0.387
38 H -0.183 1.522 2.359  0.413

Output
- Relative energy (zero: lowest compared OMol25 entry of this formula, charge and spin): 54.3 kJ/mol
- 2S+1: 1
- Orbital gap: 0.3225 Ha
- LUMO energy: 0.6 eV
- Largest force on an atom: 0.0499 hartree/bohr
- SMILES: N[C@@H](CS)C(=O)N[C@@H](Cc1c[nH]c2ccccc12)C(=O)O



(2)
DFT (ωB97M-V/def2-TZVPD) results for 3 unconnected molecules or ions with the total composition C3H12NO3 at a distorted geometry.

Each line ends with the Mulliken charge.
Cartesian coordinates (Å):
1 C -0.965 1.585 -0.597  -0.641
2 C 0.332 1.436 0.181  -0.565
3 C 0.500 0.055 0.950  -0.547
4 O 0.590 -1.040 0.107  -1.004
5 N -1.764 0.383 -0.875  -0.751
6 H -0.796 2.110 -1.538  0.272
7 H -1.649 2.306 -0.109  0.361
8 H 1.204 1.426 -0.466  0.353
9 H 0.429 2.296 0.859  0.350
10 H -0.393 0.029 1.621  0.313
11 H 1.417 0.078 1.570  0.311
12 H -2.196 -0.062 -0.079  0.295
13 H -1.077 -0.237 -1.276  0.364
14 H 1.520 -0.647 -1.036  0.429
15 H 2.334 -1.422 -2.087  0.254
16 O 2.176 -0.515 -1.820  -0.750
17 H -0.769 -2.087 0.945  0.361
18 H -0.011 -3.027 1.923  0.290
19 O -0.883 -2.666 1.728  -0.695

Output
- Relative energy (zero: lowest compared OMol25 entry of this formula, charge and spin): 60.7 kJ/mol
- 2S+1: 1
- Orbital gap: 0.2940 Ha
- LUMO energy: 4.2 eV
- Largest force on an atom: 0.0327 hartree/bohr
- Charge: -1



(3)
DFT (ωB97M-V/def2-TZVPD) results for a molecular structure, C40H34CsI2N6O3S2 at a distorted geometry.

Each line ends with the Mulliken charge.
Cartesian coordinates (Å):
1 Cs 1.465 -0.613 0.111  1.151
2 C -0.925 -0.613 4.554  -1.077
3 C 0.414 0.103 4.443  -0.959
4 C 0.466 1.337 3.573  0.367
5 C -0.636 2.143 3.317  -0.201
6 C -0.457 3.306 2.586  -0.096
7 C 0.806 3.620 2.123  -0.637
8 C 1.845 2.743 2.403  -0.193
9 N 1.685 1.637 3.119  -0.441
10 N -1.249 -1.403 3.373  0.850
11 C -2.684 -1.507 3.157  -0.572
12 C -3.277 -0.223 2.639  0.164
13 C -4.185 0.511 3.396  -0.574
14 C -4.683 1.703 2.890  -0.549
15 C -4.256 2.113 1.640  -0.439
16 C -3.357 1.302 0.953  -0.405
17 N -2.877 0.166 1.429  -0.212
18 C -0.593 -2.694 3.425  -1.282
19 C -0.834 -3.614 2.255  1.097
20 C -0.704 -4.989 2.454  -0.909
21 C -0.816 -5.837 1.369  -0.653
22 C -1.081 -5.290 0.124  -0.544
23 C -1.218 -3.916 0.031  -0.826
24 N -1.094 -3.093 1.064  0.126
25 H -1.727 0.109 4.713  0.518
26 H -0.916 -1.253 5.457  0.413
27 H 1.181 -0.577 4.072  0.053
28 H 0.741 0.397 5.447  0.410
29 H -1.619 1.877 3.676  0.228
30 H -1.305 3.948 2.375  0.482
31 H 0.990 4.508 1.534  0.457
32 H 2.844 2.914 2.017  0.396
33 H -3.213 -1.805 4.084  0.221
34 H -2.863 -2.271 2.402  0.526
35 H -4.480 0.148 4.373  0.371
36 H -5.385 2.295 3.462  0.395
37 H -4.605 3.032 1.190  0.435
38 H -3.007 1.592 -0.031  0.598
39 H -0.855 -3.232 4.358  0.364
40 H 0.488 -2.527 3.462  0.347
41 H -0.485 -5.370 3.443  0.408
42 H -0.688 -6.905 1.490  0.396
43 H -1.164 -5.904 -0.762  0.437
44 H -1.407 -3.447 -0.928  0.568
45 I 3.197 -5.864 1.102  -0.042
46 C 2.566 -5.174 -0.742  -0.372
47 C 2.802 -5.952 -1.870  -0.425
48 C 2.425 -5.544 -3.121  -0.297
49 I 2.851 -6.758 -4.742  0.001
50 C 1.740 -4.304 -3.269  1.002
51 C 1.291 -3.809 -4.513  -0.797
52 C 0.585 -2.645 -4.578  -0.816
53 C 0.304 -1.950 -3.388  -0.703
54 N 0.722 -2.359 -2.217  0.109
55 C 1.450 -3.508 -2.136  -0.185
56 C 1.945 -3.913 -0.785  0.790
57 O 1.794 -3.169 0.199  -0.693
58 H 3.306 -6.903 -1.745  0.311
59 H 1.513 -4.365 -5.415  0.139
60 H 0.236 -2.259 -5.527  0.383
61 H -0.288 -1.039 -3.413  0.480
62 O 0.851 1.865 -0.461  0.229
63 S 0.922 1.870 -1.969  0.017
64 C -0.529 2.883 -2.360  0.493
65 C -1.233 3.496 -1.337  -0.701
66 C -2.372 4.231 -1.638  -0.421
67 C -2.814 4.342 -2.946  -0.503
68 C -2.111 3.714 -3.964  -0.635
69 C -0.972 2.982 -3.670  -0.469
70 C 2.084 3.144 -2.449  0.171
71 C 2.410 4.124 -1.529  -0.320
72 C 3.293 5.122 -1.903  -0.607
73 C 3.833 5.130 -3.182  -0.477
74 C 3.503 4.134 -4.088  -0.660
75 C 2.627 3.122 -3.718  -0.068
76 H -0.878 3.378 -0.323  0.380
77 H -2.918 4.717 -0.838  0.439
78 H -3.707 4.910 -3.173  0.375
79 H -2.453 3.789 -4.989  0.391
80 H -0.428 2.494 -4.471  0.372
81 H 1.994 4.063 -0.533  0.094
82 H 3.573 5.890 -1.193  0.413
83 H 4.527 5.910 -3.471  0.361
84 H 3.945 4.132 -5.076  0.386
85 H 2.398 2.312 -4.399  0.454
86 O 4.160 1.830 0.265  -0.505
87 S 4.355 0.908 -0.900  0.042
88 N 3.221 0.605 -1.793  -0.348

Output
- Relative energy (zero: lowest compared OMol25 entry of this formula, charge and spin): 116.0 kJ/mol
- 2S+1: 1
- Orbital gap: 0.2265 Ha
- LUMO energy: 1.9 eV
- Largest force on an atom: 0.0303 hartree/bohr
- Charge: -1



(4)
DFT (ωB97M-V/def2-TZVPD) results for 2 unconnected molecules or ions with the total composition C4H6N2.

Each line ends with the Mulliken charge.
Cartesian coordinates (Å):
1 H -0.810 0.429 2.581  0.270
2 N -1.005 0.742 1.627  -0.532
3 C -0.276 0.105 0.809  0.335
4 C 0.746 -0.958 1.046  -0.302
5 C 1.221 -1.293 -0.157  -0.374
6 C 0.494 -0.437 -1.133  -0.261
7 N -0.357 0.358 -0.598  -0.292
8 H 1.017 -1.351 2.020  0.353
9 H 1.978 -2.028 -0.404  0.384
10 H 0.647 -0.461 -2.210  0.393
11 H -1.647 2.183 -1.597  -0.233
12 H -2.007 2.711 -1.984  0.259

Output
- Relative energy (zero: lowest compared OMol25 entry of this formula, charge and spin): 232.7 kJ/mol
- 2S+1: 1
- Orbital gap: 0.3501 Ha
- LUMO energy: -0.8 eV
- Largest force on an atom: 0.0072 hartree/bohr
- SMILES: [H]/N=C1\C=CC=N1.[H][H]



(5)
DFT (ωB97M-V/def2-TZVPD) results for a single C6H9N3O molecule at a distorted geometry.

Each line ends with the Mulliken charge.
Cartesian coordinates (Å):
1 H 3.067 2.198 -0.509  0.259
2 N 2.977 1.106 -0.387  -0.660
3 C 1.899 0.540 -0.317  0.363
4 C 1.921 -0.889 -0.653  -0.545
5 C 0.945 -1.654 0.228  -0.296
6 C -0.158 -1.085 0.639  -0.691
7 C -0.465 0.311 0.227  1.200
8 C -1.387 1.071 1.101  -1.126
9 N -1.118 0.170 -1.465  0.093
10 N -2.196 0.715 -1.560  -0.691
11 H -2.387 0.836 -2.567  0.258
12 O 0.722 1.124 -0.087  -0.396
13 H 2.863 -1.371 -0.614  0.358
14 H 1.397 -0.801 -1.635  0.254
15 H 1.111 -2.694 0.469  0.409
16 H -0.817 -1.694 1.292  0.251
17 H -1.738 2.064 0.652  0.331
18 H -0.816 1.091 2.101  0.333
19 H -2.263 0.337 1.251  0.296

Output
- Relative energy (zero: lowest compared OMol25 entry of this formula, charge and spin): 374.4 kJ/mol
- 2S+1: 1
- Orbital gap: 0.3478 Ha
- LUMO energy: 1.0 eV
- Largest force on an atom: 0.1188 hartree/bohr
- SMILES: [H]/N=C1/CC=C[C@](C)(/N=N/[H])O1



(6)
DFT (ωB97M-V/def2-TZVPD) results for 10 unconnected molecules or ions with the total composition C38H64F15NO14 at a distorted geometry.

Each line ends with the Mulliken charge.
Cartesian coordinates (Å):
1 C 12.869 -14.735 9.606  -1.075
2 C 12.965 -14.944 11.114  -0.209
3 O 12.227 -16.111 11.529  -0.295
4 C 10.922 -15.910 11.869  0.344
5 O 10.365 -14.857 11.836  -0.518
6 C 10.153 -17.201 12.178  0.907
7 F 10.874 -18.259 12.116  -0.231
8 F 9.623 -17.114 13.393  -0.247
9 F 9.175 -17.273 11.265  -0.254
10 H 11.850 -14.634 9.233  0.322
11 H 13.228 -15.633 9.103  0.302
12 H 13.430 -13.840 9.336  0.341
13 H 12.810 -13.989 11.617  0.353
14 H 14.017 -15.201 11.242  0.261
15 C 7.867 -10.958 6.456  -1.104
16 C 7.655 -10.685 7.972  -0.165
17 O 6.312 -10.250 8.174  -0.293
18 C 5.909 -8.960 7.838  0.389
19 O 6.654 -8.117 7.320  -0.538
20 C 4.443 -8.672 7.985  0.833
21 F 4.315 -7.558 8.787  -0.232
22 F 3.937 -8.472 6.704  -0.230
23 F 3.822 -9.694 8.584  -0.221
24 H 7.930 -10.050 5.856  0.300
25 H 6.998 -11.480 6.056  0.321
26 H 8.784 -11.539 6.351  0.365
27 H 8.465 -10.113 8.425  0.296
28 H 7.753 -11.679 8.408  0.278
29 C 24.410 -8.857 0.254  -1.073
30 C 24.752 -9.172 1.720  -0.188
31 O 23.817 -9.909 2.413  -0.285
32 C 22.798 -9.327 3.172  0.379
33 O 22.593 -8.132 3.209  -0.512
34 C 21.956 -10.288 3.975  0.836
35 F 22.449 -11.538 3.909  -0.235
36 F 21.997 -9.929 5.256  -0.245
37 F 20.649 -10.204 3.630  -0.230
38 H 23.569 -8.167 0.178  0.232
39 H 24.132 -9.763 -0.283  0.301
40 H 25.214 -8.373 -0.299  0.376
41 H 24.915 -8.169 2.115  0.284
42 H 25.738 -9.633 1.756  0.357
43 C 19.495 -2.321 7.642  -1.074
44 C 18.690 -1.955 8.888  -0.247
45 O 19.438 -2.249 10.078  -0.263
46 C 19.140 -3.368 10.698  0.488
47 O 18.281 -4.261 10.323  -0.572
48 C 19.894 -3.496 12.088  0.755
49 F 20.885 -2.610 12.180  -0.230
50 F 19.033 -3.268 13.132  -0.239
51 F 20.441 -4.743 12.236  -0.239
52 H 20.491 -1.893 7.756  0.295
53 H 19.020 -1.970 6.726  0.370
54 H 19.622 -3.403 7.661  0.285
55 H 17.736 -2.482 8.870  0.331
56 H 18.423 -0.899 8.850  0.339
57 C 13.226 -7.995 0.210  -1.066
58 C 12.626 -9.404 0.420  -0.269
59 O 13.584 -10.358 0.787  -0.233
60 C 13.250 -11.530 1.420  0.343
61 O 12.098 -11.955 1.640  -0.535
62 C 14.504 -12.418 1.790  0.854
63 F 14.801 -13.185 0.712  -0.236
64 F 15.559 -11.623 2.112  -0.225
65 F 14.254 -13.214 2.837  -0.224
66 H 13.933 -8.121 -0.610  0.290
67 H 13.740 -7.601 1.087  0.266
68 H 12.510 -7.289 -0.209  0.381
69 H 12.177 -9.840 -0.472  0.303
70 H 11.789 -9.376 1.117  0.349
71 C 9.761 -8.619 13.413  -1.350
72 C 10.941 -8.000 12.695  -0.405
73 N 11.911 -7.453 13.687  0.236
74 C 13.169 -7.200 12.992  -0.565
75 C 13.844 -8.486 12.453  -1.375
76 C 11.466 -6.318 14.407  -0.509
77 C 12.009 -6.266 15.796  -1.275
78 H 10.145 -9.214 14.241  0.346
79 H 9.236 -9.413 12.881  0.382
80 H 8.989 -7.944 13.783  0.327
81 H 11.318 -8.803 12.061  0.345
82 H 10.627 -7.190 12.036  0.271
83 H 13.182 -6.475 12.178  0.371
84 H 13.870 -6.735 13.684  0.394
85 H 14.908 -8.342 12.265  0.440
86 H 13.822 -9.224 13.255  0.316
87 H 13.506 -8.760 11.453  0.333
88 H 10.378 -6.268 14.457  0.448
89 H 11.829 -5.413 13.921  0.290
90 H 13.057 -5.978 15.709  0.292
91 H 11.876 -7.245 16.255  0.300
92 H 11.392 -5.569 16.363  0.391
93 C 18.748 -6.526 -0.032  -0.945
94 C 18.850 -5.289 0.824  0.843
95 C 20.095 -4.382 0.685  -1.042
96 O 17.904 -5.002 1.539  -0.554
97 H 18.869 -6.292 -1.089  0.299
98 H 17.806 -7.067 0.057  0.261
99 H 19.453 -7.315 0.230  0.248
100 H 21.061 -4.885 0.712  0.294
101 H 20.140 -3.583 1.424  0.297
102 H 20.092 -3.947 -0.315  0.300
103 C 13.623 -8.306 5.797  -1.004
104 C 14.983 -8.501 6.370  0.892
105 C 15.916 -7.330 6.417  -1.089
106 O 15.370 -9.600 6.756  -0.595
107 H 13.713 -7.607 4.966  0.265
108 H 13.022 -7.827 6.570  0.274
109 H 13.140 -9.204 5.412  0.301
110 H 15.878 -6.620 5.591  0.335
111 H 16.919 -7.678 6.666  0.314
112 H 15.597 -6.781 7.303  0.307
113 C 18.449 -12.214 10.033  -0.940
114 C 19.001 -13.607 9.803  0.783
115 C 18.744 -14.320 8.474  -1.000
116 O 19.633 -14.123 10.709  -0.559
117 H 18.539 -11.745 9.054  0.293
118 H 19.012 -11.669 10.791  0.305
119 H 17.440 -12.229 10.446  0.228
120 H 19.505 -15.077 8.290  0.324
121 H 18.555 -13.660 7.627  0.318
122 H 17.832 -14.907 8.577  0.249
123 C 9.677 -2.934 6.536  -1.004
124 C 11.043 -3.249 6.088  0.768
125 C 11.266 -3.890 4.687  -0.956
126 O 12.060 -2.904 6.687  -0.575
127 H 9.351 -1.966 6.154  0.273
128 H 9.739 -2.905 7.623  0.307
129 H 8.950 -3.679 6.213  0.313
130 H 11.032 -3.142 3.929  0.306
131 H 10.720 -4.828 4.591  0.302
132 H 12.331 -4.033 4.501  0.268

Output
- Relative energy (zero: lowest compared OMol25 entry of this formula, charge and spin): 0.0 kJ/mol
- 2S+1: 1
- Orbital gap: 0.3068 Ha
- LUMO energy: 0.0 eV
- Largest force on an atom: 0.1218 hartree/bohr
- SMILES: CCOC(=O)C(F)(F)F.CCOC(=O)C(F)(F)F.CCOC(=O)C(F)(F)F.CCOC(=O)C(F)(F)F.CCOC(=O)C(F)(F)F.CCN(CC)CC.CC(C)=O.CC(C)=O.CC(C)=O.CC(C)=O



Q: The lowest orbital gap belongs to which entry?
A: C40H34CsI2N6O3S2